(1)
A molecular structure, C27H53BrN6O36S9, computed with ωB97M-V/def2-TZVPD.

Its HOMO energy is -7.6640 eV. The calculation puts the gap between HOMO and LUMO at 7.3 eV.

```
! RIJCOSX wB97M-V def2-TZVPD def2/J DEFGRID3
* xyz 0 1
N -4.967 5.036 8.788
C -4.437 4.735 7.664
C -3.682 3.964 6.401
C -2.098 4.006 6.746
C -1.089 4.372 5.530
N -1.686 5.095 4.354
N -0.041 5.331 6.117
N -0.287 3.212 4.980
C -4.304 2.474 6.108
Br -2.913 1.155 5.432
C -5.349 2.625 4.826
N -6.066 2.825 3.790
C -5.215 1.867 7.323
C -5.901 0.413 7.002
C -7.459 0.540 6.441
N -7.517 0.186 4.965
H -3.998 4.619 5.466
H -1.956 4.860 7.556
H -1.687 3.036 7.287
H -2.444 4.495 3.954
H -2.153 5.965 4.727
H -0.501 6.202 6.460
H 0.652 5.543 5.359
H -0.884 2.850 4.183
H 0.577 3.558 4.479
H -4.524 1.702 8.257
H -6.126 2.564 7.617
H -6.014 -0.123 8.052
H -5.271 -0.292 6.333
H -7.764 1.683 6.496
H -8.215 -0.096 7.084
H -8.490 0.190 4.600
H -7.015 -0.698 4.754
C -2.439 -2.087 2.942
C -2.514 -2.479 1.472
O -1.991 -1.358 0.760
S -0.850 -0.637 1.670
O 0.443 -1.112 1.239
O -1.173 0.762 1.778
O -1.216 -1.364 3.082
H -3.262 -1.419 3.215
H -2.445 -2.958 3.602
H -3.535 -2.697 1.151
H -1.878 -3.335 1.262
C 3.421 -1.401 -0.507
C 2.909 -1.080 -1.906
O 4.080 -0.838 -2.684
S 5.293 -1.766 -2.119
O 5.374 -2.950 -2.939
O 6.426 -0.921 -1.851
O 4.604 -2.175 -0.703
H 3.697 -0.488 0.031
H 2.691 -1.962 0.082
H 2.250 -0.210 -1.919
H 2.386 -1.938 -2.340
C -4.541 2.853 0.680
C -4.629 4.061 -0.249
O -3.865 3.705 -1.401
S -3.986 2.093 -1.634
O -5.007 1.858 -2.624
O -2.658 1.545 -1.734
O -4.598 1.711 -0.173
H -3.585 2.834 1.212
H -5.359 2.829 1.404
H -4.231 4.969 0.210
H -5.661 4.238 -0.570
C 1.563 -6.201 1.446
C 2.187 -5.283 0.400
O 1.098 -4.532 -0.133
S -0.013 -4.308 1.036
O 0.199 -2.998 1.614
O -1.290 -4.752 0.540
O 0.552 -5.421 2.082
H 1.083 -7.065 0.976
H 2.295 -6.548 2.180
H 2.696 -5.838 -0.390
H 2.889 -4.580 0.861
C -10.194 0.909 0.139
C -8.937 1.721 0.428
O -8.459 1.235 1.681
S -8.827 -0.346 1.810
O -7.668 -1.110 1.426
O -9.525 -0.551 3.052
O -9.905 -0.413 0.593
H -11.048 1.286 0.711
H -10.445 0.901 -0.924
H -9.137 2.793 0.482
H -8.164 1.533 -0.324
C 8.044 -0.997 -4.893
C 7.012 -0.315 -5.786
O 7.726 0.056 -6.963
S 8.900 -1.040 -7.239
O 8.413 -1.986 -8.211
O 10.150 -0.341 -7.383
O 8.872 -1.755 -5.776
H 8.673 -0.260 -4.385
H 7.579 -1.651 -4.151
H 6.566 0.562 -5.313
H 6.220 -1.013 -6.078
C 12.944 -4.346 -4.465
C 13.571 -3.428 -5.509
O 12.487 -2.665 -6.035
S 11.380 -2.438 -4.861
O 11.601 -1.139 -4.280
O 10.097 -2.867 -5.356
O 11.941 -3.561 -3.822
H 12.456 -5.204 -4.937
H 13.676 -4.701 -3.735
H 14.074 -3.983 -6.303
H 14.280 -2.732 -5.047
C 7.180 -5.413 -5.502
C 6.285 -5.347 -4.270
O 5.517 -6.549 -4.302
S 6.411 -7.731 -4.977
O 7.002 -8.508 -3.918
O 5.654 -8.318 -6.051
O 7.569 -6.782 -5.617
H 6.627 -5.139 -6.406
H 8.060 -4.773 -5.408
H 5.633 -4.473 -4.275
H 6.879 -5.351 -3.350
C -5.032 7.622 -3.812
C -5.008 6.864 -5.136
O -4.600 5.540 -4.801
S -5.151 5.177 -3.307
O -6.374 4.428 -3.449
O -4.035 4.717 -2.501
O -5.534 6.693 -2.850
H -4.023 7.916 -3.507
H -5.671 8.507 -3.855
H -4.320 7.309 -5.858
H -6.010 6.808 -5.576
*
```

(2)
2 unconnected molecules or ions with the total composition C4H10N2, computed with ωB97M-V/def2-TZVPD.

The calculation puts the energy above the lowest of the compared OMol25 structures with the same formula, charge and spin at 4.185 eV. Its expectation value of S² is 0.77. Its HOMO energy (spin up / spin down) is -14.9613 / -12.5991 eV. The calculation puts the gap between HOMO and LUMO (spin up / spin down) at 11.9 / 3.0 eV.

```
! RIJCOSX wB97M-V def2-TZVPD def2/J DEFGRID3
* xyz 1 2
C -2.687 1.350 -0.455
C -1.942 0.080 -0.194
C -1.930 -0.490 1.010
H -2.951 1.478 -1.576
H -1.943 2.159 -0.428
H -3.491 1.617 0.150
H -1.205 -0.056 -0.978
H -1.070 -1.046 1.250
H -2.498 0.043 1.710
N 2.357 0.216 0.121
C 3.002 -0.896 -0.399
N 3.210 -1.831 0.422
H 2.125 0.080 1.110
H 1.644 0.544 -0.550
H 3.421 -0.784 -1.384
H 3.957 -2.461 0.192
*
```